(1)
25
Properties=species:S:1:pos:R:3 method="wB97M-V/def2-TZVPD" homo_ev=-15.55 energy_ev=-16480.854 e_above_lowest_ev=0.132 homo_lumo_gap_ev=6.882 total_charge=+2
C 0.0838 -2.2602 2.8574
C -0.9240 -1.4751 2.4321
C 1.1026 -2.6548 1.9475
C -1.0304 -1.0454 1.0182
C 1.1375 -2.2307 0.6509
C 0.1378 -1.3611 0.1356
C 0.5823 2.5663 -1.1875
C -0.9298 0.7284 -1.8266
N 0.3710 3.6359 -0.4517
N 1.7520 2.2564 -1.7092
N -1.8082 0.0785 -2.4660
N -0.4943 1.7849 -1.4340
O 0.2278 -0.9172 -1.0358
H 0.1446 -2.5884 3.8826
H -1.7103 -1.1542 3.0999
H 1.8957 -3.2918 2.3132
H -1.8819 -1.6036 0.5977
H 1.9402 -2.5192 -0.0101
H 1.1049 4.2982 -0.2416
H -0.5550 3.8468 -0.1035
H 2.5528 2.8640 -1.5960
H 1.8871 1.4167 -2.2566
H -2.4791 0.5557 -3.0710
H -1.7952 -0.9395 -2.4899
H -1.3120 0.0094 0.9442

(2)
7
Properties=species:S:1:pos:R:3 method="wB97M-V/def2-TZVPD" homo_ev=-18.22 energy_ev=-6203.770 e_above_lowest_ev=4.132 homo_lumo_gap_ev=11.155 total_charge=+1
C -0.4458 -0.4782 0.0429
C 0.5161 0.4776 -0.4219
O 0.2550 1.3061 0.4980
O -0.7092 0.5124 0.9951
H -1.2323 -1.0125 -0.4660
H 0.2122 -1.4655 0.4866
H 1.4041 0.6602 -1.1347

(3)
16
Properties=species:S:1:pos:R:3 method="wB97M-V/def2-TZVPD" homo_ev="-14.87 / -14.85" energy_ev=-28998.467 e_above_lowest_ev=5.697 homo_lumo_gap_ev="5.444 / 5.418" spin_multiplicity=2 total_charge=+1
C 0.2612 -1.7322 -1.0192
S 1.4035 -0.4666 -0.3543
S 2.1532 -1.5172 1.2527
H -0.6308 -1.8036 -0.3189
H -0.0258 -1.4029 -2.0683
H 0.8221 -2.6489 -1.0254
H -1.7666 0.3896 -1.2329
H 0.8492 -0.6474 2.3419
H 0.6373 0.1560 3.7772
O 0.1278 -0.1515 2.9293
H -0.9981 1.4506 0.3791
H -0.2990 1.1295 1.7409
O -0.5824 1.8905 1.1471
H -0.7539 1.0296 -2.2846
H -0.9080 2.5234 -2.4701
O -0.2898 1.8010 -2.7946

(4)
264
Properties=species:S:1:pos:R:3 method="wB97M-V/def2-TZVPD" homo_ev=-8.97 energy_ev=-120084.250 e_above_lowest_ev=0.000 homo_lumo_gap_ev=9.277 total_charge=0
C 4.4199 0.5281 1.0544
C 4.3930 1.8271 1.8890
C 5.4337 1.8412 3.0422
O 5.2567 0.6247 3.7396
C 6.3595 0.3814 4.6658
N 4.7229 2.9729 1.0506
H 3.6386 0.5764 0.2755
H 4.1848 -0.3501 1.6105
H 5.4221 0.4646 0.5915
H 3.3397 1.8265 2.2912
H 5.3189 2.7800 3.6048
H 6.4860 1.8236 2.6918
H 7.4172 0.4180 4.2761
H 6.2203 -0.6705 4.9907
H 6.2239 1.0558 5.5356
H 4.3632 3.8850 1.3333
H 4.4168 3.0188 0.0689
C -3.7268 -5.9240 -1.5814
C -3.6035 -4.6744 -2.4051
C -3.6258 -4.8977 -3.9031
O -2.5100 -5.6507 -4.2682
C -2.5465 -5.9351 -5.5979
N -4.7020 -3.7934 -1.9840
H -2.8812 -6.5781 -1.6240
H -4.5813 -6.5303 -1.9506
H -4.0187 -5.8080 -0.5267
H -2.6186 -4.1442 -2.1556
H -3.6428 -3.9669 -4.4747
H -4.5303 -5.4339 -4.1049
H -2.4267 -4.9618 -6.1410
H -3.4358 -6.4956 -5.9674
H -1.6536 -6.5246 -5.8297
H -4.5910 -2.9142 -2.4599
H -5.5422 -4.2851 -2.1882
C 0.0126 2.5731 1.1904
C 0.4644 1.4817 0.1759
C -0.4592 0.2674 0.2457
O 0.0414 -0.6468 -0.7499
C -0.5769 -1.8983 -0.5667
N 0.5940 2.0240 -1.2239
H -0.9494 2.3311 1.6567
H -0.0826 3.5198 0.6068
H 0.7363 2.6942 2.0028
H 1.4738 1.2708 0.4421
H -1.4903 0.5355 -0.0023
H -0.4358 -0.1285 1.2641
H -1.7171 -1.8164 -0.7424
H -0.4447 -2.2689 0.4346
H -0.2133 -2.5883 -1.3444
H 0.5838 1.2280 -1.8034
H -0.1851 2.5972 -1.5571
C 9.1292 -0.7076 -1.7847
C 8.5941 0.7087 -2.1501
C 7.0868 0.7137 -2.1102
O 6.5181 -0.2414 -2.9990
C 5.1652 -0.3378 -2.6561
N 8.9808 1.8786 -1.3767
H 9.3031 -0.6861 -0.6692
H 9.9856 -1.0235 -2.3669
H 8.3762 -1.4716 -1.9276
H 9.0001 0.9957 -3.1152
H 6.6319 1.6849 -2.2967
H 6.8221 0.4078 -1.1193
H 5.0209 -0.7776 -1.6675
H 4.6787 -1.0074 -3.3902
H 4.6839 0.6555 -2.7439
H 9.9861 2.0007 -1.3078
H 8.6682 1.7671 -0.3951
C -2.5263 6.5661 0.5607
C -2.9173 5.2340 1.2181
C -3.9818 5.5388 2.2420
O -4.6166 4.4301 2.8229
C -3.7046 3.7143 3.6590
N -3.3118 4.2308 0.2067
H -2.1182 7.3098 1.2572
H -3.3718 7.0801 0.1033
H -1.7268 6.3998 -0.1799
H -2.0055 4.8213 1.7047
H -4.7673 6.1034 1.7752
H -3.5401 6.1603 3.0305
H -4.2573 2.9569 4.2141
H -3.2172 4.3863 4.3674
H -2.9803 3.1350 3.0885
H -4.1140 4.7258 -0.1891
H -3.6708 3.3973 0.7139
C -0.3441 7.7565 3.8249
C -0.3199 6.7639 4.9648
C 0.2695 5.4360 4.4838
O 0.5672 4.5153 5.5478
C -0.4907 3.6441 5.8997
N 0.4034 7.3069 6.1471
H -1.1137 8.5163 3.9867
H -0.6032 7.2307 2.9024
H 0.5862 8.2664 3.7106
H -1.3615 6.5981 5.2659
H 1.2457 5.5637 3.9845
H -0.4374 4.9725 3.7285
H -0.2969 2.6496 5.4794
H -1.4187 4.0371 5.5131
H -0.6116 3.6027 6.9932
H 1.2714 7.7697 5.8097
H 0.6098 6.6207 6.8967
C -3.2474 -2.8736 2.4387
C -3.4702 -4.0194 1.4781
O -4.4155 -4.9805 2.0726
H -3.2002 -3.2454 3.4268
H -4.1087 -2.2102 2.2830
H -2.3313 -2.2754 2.2720
H -2.4970 -4.5444 1.3752
H -3.8119 -3.7159 0.4734
H -5.3010 -4.6027 2.0007
C 0.3958 -4.5158 -3.0869
C 0.5758 -5.0315 -4.5596
O -0.0866 -4.1251 -5.4116
H 1.0578 -4.9667 -2.3629
H -0.6462 -4.6778 -2.7143
H 0.5987 -3.4391 -3.1132
H 0.0797 -5.9811 -4.5769
H 1.6422 -5.1775 -4.8822
H 0.0088 -4.3066 -6.3763
C -0.6362 -8.4811 -2.1032
C -0.6187 -8.7124 -3.6256
O 0.6098 -8.2715 -4.1383
H 0.2441 -9.0026 -1.6386
H -1.5797 -8.8102 -1.6880
H -0.5933 -7.3840 -1.9924
H -1.3631 -8.0781 -4.0897
H -0.8486 -9.7680 -3.9059
H 1.3324 -8.8627 -3.8625
C 0.7479 6.2182 0.4123
C 2.1985 5.8169 0.5491
O 2.5845 6.5286 1.7123
H 0.6637 7.1997 -0.0707
H 0.2634 6.2662 1.3688
H 0.2307 5.5052 -0.2153
H 2.8399 6.0842 -0.2911
H 2.3094 4.7704 0.7164
H 3.5690 6.5262 1.8635
C -4.7589 -0.4251 -0.0149
C -4.3484 0.9600 0.5421
O -3.3233 0.8335 1.5817
H -5.4201 -0.9166 0.6864
H -3.8614 -0.9875 -0.1880
H -5.3362 -0.2332 -0.9169
H -5.1278 1.5746 0.9448
H -3.8701 1.5716 -0.2102
H -3.7577 0.3751 2.3190
C 1.0721 0.0979 3.2675
C 1.8265 0.7612 4.3915
O 1.4504 0.1607 5.6461
H 1.2546 -1.0035 3.2629
H 1.3516 0.5601 2.3599
H -0.0005 0.1954 3.3657
H 1.5377 1.8400 4.4413
H 2.8728 0.6342 4.2824
H 2.0155 0.5407 6.3376
C -2.1215 -0.9329 -3.9028
C -3.3316 -0.7348 -4.8303
C -3.0673 -1.2299 -6.2241
O -4.3235 -1.4828 -4.2390
H -1.2311 -0.5358 -4.3043
H -1.8340 -1.9644 -3.7408
H -2.1598 -0.5307 -2.8952
H -3.5326 0.3326 -4.8882
H -3.9985 -1.3598 -6.8282
H -2.5020 -2.1845 -6.2446
H -2.5020 -0.4674 -6.7795
H -5.0890 -1.3521 -4.8195
C 1.5303 -4.9345 5.0770
C 1.2415 -3.4176 4.6770
C -0.1219 -3.3300 3.9637
O 1.2298 -2.7409 5.8639
H 1.6335 -5.6048 4.2326
H 0.7506 -5.2997 5.7387
H 2.4646 -4.9911 5.6212
H 2.0557 -3.0926 4.0447
H -0.3430 -2.3389 3.6383
H -0.8573 -3.7593 4.6542
H -0.0732 -4.0424 3.1357
H 1.5910 -1.8179 5.8092
C -1.9438 0.2586 5.6029
C -2.5874 -1.1289 5.6285
C -2.3373 -2.0014 6.9417
O -3.9464 -1.0733 5.3593
H -2.0290 0.6736 4.5831
H -0.8785 0.2046 5.7298
H -2.2216 0.9527 6.3943
H -2.1024 -1.6801 4.7888
H -2.9438 -1.6157 7.7619
H -1.2387 -2.0235 7.2064
H -2.5335 -3.0670 6.7523
H -3.9771 -1.4467 4.4576
C 2.4730 -3.8418 0.4429
C 2.9208 -5.0857 1.2518
C 1.8147 -6.0930 1.2860
O 4.0685 -5.6919 0.5721
H 2.3611 -4.1709 -0.5792
H 3.2337 -3.0467 0.5463
H 1.5074 -3.4212 0.7597
H 3.2164 -4.7637 2.2379
H 0.9604 -5.6756 1.8336
H 2.0647 -7.0679 1.7854
H 1.4788 -6.3254 0.2887
H 4.7637 -5.0241 0.5086
C -2.0380 2.9127 -4.4582
C -2.8804 3.4888 -3.2566
C -4.0427 2.5479 -2.9150
O -1.9180 3.6339 -2.2099
H -1.3164 3.6266 -4.7963
H -2.8117 2.5400 -5.1715
H -1.5467 2.0378 -4.0356
H -3.2877 4.4492 -3.5140
H -3.8036 1.4917 -2.7275
H -4.7527 2.5046 -3.7255
H -4.5093 2.9386 -2.0057
H -2.4488 3.8968 -1.3886
C 2.6972 3.0920 -3.9482
C 2.9268 4.1593 -2.8672
C 1.8336 5.2510 -2.8119
O 3.0800 3.5399 -1.6065
H 1.7147 2.6090 -3.8523
H 3.4627 2.3359 -3.8379
H 2.7085 3.5409 -4.9266
H 3.9087 4.6366 -2.9895
H 0.8586 4.7305 -2.5607
H 1.6120 5.7940 -3.7555
H 2.0109 5.9475 -2.0069
H 2.2398 2.9976 -1.5075
C -2.4551 -8.9373 1.7747
C -2.8896 -8.2525 3.1186
C -1.8980 -7.1330 3.5524
O -4.2498 -7.8117 3.0632
H -2.5814 -8.2546 0.9142
H -3.1468 -9.7639 1.6275
H -1.3979 -9.1546 1.9060
H -2.8655 -8.9810 3.8920
H -1.7174 -6.4035 2.7250
H -0.9589 -7.6444 3.8890
H -2.1686 -6.5109 4.4367
H -4.2626 -6.9244 2.6927
C 0.8564 -1.3187 -6.7567
C 1.3895 -0.2725 -5.7908
C 1.9278 -0.8359 -4.4593
O 2.2957 0.5649 -6.4052
H 0.3779 -0.8146 -7.5835
H 0.1479 -1.9426 -6.2384
H 1.6315 -2.0157 -7.0658
H 0.5678 0.3706 -5.5891
H 1.1003 -1.3156 -3.9378
H 2.1778 0.0025 -3.7653
H 2.6349 -1.6288 -4.6001
H 3.0624 0.0879 -6.7462
C 0.1164 9.2328 -2.2122
C -0.8004 8.7325 -3.3954
C -1.4787 7.3805 -3.1543
O -1.8692 9.6064 -3.6793
H 0.7815 10.0864 -2.4011
H 0.7799 8.3427 -2.0517
H -0.4705 9.4397 -1.3407
H -0.1220 8.6569 -4.2941
H -2.0827 7.3902 -2.2508
H -0.6954 6.5994 -3.1145
H -2.2310 7.1482 -3.9581
H -1.6011 10.4831 -3.8991

(5)
158
Properties=species:S:1:pos:R:3 method="wB97M-V/def2-TZVPD" homo_ev="-9.45 / -9.45" energy_ev=-71841.168 homo_lumo_gap_ev="6.373 / 2.561" spin_multiplicity=2 total_charge=+1
N 5.3458 4.9479 -0.4929
C 4.7603 3.7716 -0.9251
C 4.2510 3.9717 -2.1825
C 4.5477 5.3626 -2.5665
C 5.1515 5.9037 -1.4345
H 5.7525 5.0596 0.4248
H 4.7727 2.7901 -0.4748
H 3.7689 3.2552 -2.8310
H 4.1880 6.0069 -3.3552
H 5.5611 6.8837 -1.2391
N -0.2593 -5.2170 -4.0785
C -0.6337 -4.7918 -2.8607
C -0.4772 -5.8085 -1.9072
C 0.3231 -6.7809 -2.5029
C 0.4264 -6.4240 -3.9148
H -0.3181 -4.6068 -4.8812
H -1.0855 -3.8160 -2.7602
H -0.8530 -5.8186 -0.8947
H 0.7824 -7.6025 -1.9733
H 0.9508 -6.9076 -4.7257
N -2.9671 0.9466 -2.2187
C -2.2632 1.5810 -3.2113
C -3.1436 1.9690 -4.2130
C -4.3956 1.5806 -3.7623
C -4.2344 0.7815 -2.6613
H -2.6561 0.5670 -1.3360
H -1.2047 1.6476 -3.0075
H -2.9414 2.7119 -4.9704
H -5.3209 1.8166 -4.2669
H -4.8458 0.1121 -2.0744
N -6.5562 -2.7209 2.8074
C -5.6951 -2.4192 1.7431
C -4.4664 -2.2558 2.3096
C -4.5640 -2.7036 3.6733
C -5.8890 -2.8771 3.9939
H -7.5417 -2.9279 2.7307
H -6.1789 -2.3641 0.7791
H -3.5576 -1.9819 1.7943
H -3.7435 -2.9449 4.3328
H -6.3318 -3.2099 4.9211
N 1.7952 5.2674 -0.5559
C 1.5579 4.6988 0.6788
C 0.2867 4.4093 0.8054
C -0.3947 4.8040 -0.3565
C 0.5610 5.3726 -1.1430
H 2.6965 5.4747 -0.9620
H 2.3995 4.4921 1.3232
H -0.1880 3.9302 1.6489
H -1.4454 4.6805 -0.5736
H 0.5515 5.7388 -2.1590
N 5.7598 -1.8136 -3.5732
C 6.3002 -0.5582 -3.3917
C 5.3052 0.1382 -2.6987
C 4.2437 -0.6691 -2.4396
C 4.6191 -1.9825 -2.8563
H 6.2770 -2.6195 -3.8944
H 7.3390 -0.4054 -3.6445
H 5.4427 1.2090 -2.6676
H 3.3318 -0.3544 -1.9541
H 4.2018 -2.9773 -2.8052
N -4.5956 2.9691 -0.2740
C -3.6936 2.3046 0.5142
C -4.4429 1.7474 1.5656
C -5.8605 2.1161 1.3997
C -5.8749 2.9601 0.3319
H -4.3608 3.4350 -1.1389
H -2.6582 2.2215 0.2186
H -4.0874 1.1524 2.3938
H -6.6793 1.8218 2.0394
H -6.7031 3.5192 -0.0778
C -1.8036 -4.3400 -8.1457
C -1.3324 -3.0094 -7.5084
N -1.4952 -2.9796 -6.0015
C -2.8986 -2.7949 -5.7010
C -3.4429 -3.2076 -4.3375
C -0.6795 -1.9191 -5.3645
C 0.8417 -2.1690 -5.4809
H -1.3536 -4.5165 -9.1226
H -2.8852 -4.3634 -8.2786
H -1.4550 -5.1666 -7.5266
H -0.2974 -2.9098 -7.8357
H -1.7867 -2.1510 -8.0033
H -3.3123 -1.8351 -6.0105
H -3.4821 -3.4557 -6.3420
H -4.5173 -3.3720 -4.4191
H -3.0680 -4.1829 -4.0269
H -3.3730 -2.3178 -3.7118
H -0.8970 -1.8780 -4.2972
H -0.9639 -0.9158 -5.6819
H 1.3911 -1.5639 -4.7596
H 1.3074 -1.8990 -6.4286
H 1.1279 -3.1718 -5.1638
C 1.1829 1.3881 -0.8448
C 0.8398 -0.0478 -1.0512
N -0.4511 -0.4828 -0.4344
C -1.2050 -1.3990 -1.3342
C -2.5368 -2.0438 -0.8669
C -0.2606 -1.1013 0.9001
C -0.6941 -0.0093 1.9049
H 0.4338 2.1458 -1.0748
H 2.0071 1.5392 -1.5420
H 1.5730 1.6002 0.1506
H 0.6918 -0.2084 -2.1191
H 1.5505 -0.8041 -0.7182
H -1.2391 -0.9290 -2.3171
H -0.5317 -2.2556 -1.3679
H -2.5248 -2.7657 -0.0503
H -3.3217 -1.2985 -0.7381
H -2.8651 -2.7621 -1.6181
H 0.7071 -1.5613 1.1005
H -0.8957 -1.9522 1.1466
H -0.1410 0.9206 1.7732
H -0.5242 -0.5828 2.8162
H -1.7495 0.2613 1.8725
C -1.7227 5.2221 6.9772
C -0.6016 4.2196 6.8535
N 0.0219 4.3572 5.4783
C 0.8931 5.5672 5.4984
C 1.5558 5.9395 4.2476
C 0.8016 3.2119 5.0852
C -0.0111 2.1299 4.3963
H -1.4998 6.2089 7.3830
H -2.4436 4.7258 7.6269
H -2.2164 5.4752 6.0389
H 0.1460 4.2938 7.6433
H -1.0848 3.2427 6.8392
H 1.6225 5.3929 6.2894
H 0.3138 6.4117 5.8717
H 0.9142 5.6458 3.4167
H 2.5609 5.5310 4.1428
H 1.7404 7.0137 4.2446
H 1.5952 3.3906 4.3597
H 1.3396 2.8472 5.9602
H -0.7646 2.4556 3.6792
H 0.6641 1.4412 3.8886
H -0.6277 1.5191 5.0557
C 1.8542 -4.2337 2.9068
C 2.2311 -2.8056 3.2090
N 3.1063 -2.7856 4.4548
C 3.3516 -1.3380 4.7910
C 2.2233 -0.8109 5.6155
C 4.3062 -3.5850 4.6080
C 5.3521 -3.5417 3.4851
H 1.4839 -4.6482 3.8444
H 2.6435 -4.8987 2.5563
H 0.9962 -4.3528 2.2451
H 2.7334 -2.2946 2.3876
H 1.3820 -2.1310 3.3187
H 4.2321 -1.2466 5.4270
H 3.7148 -0.7433 3.9529
H 2.4897 0.1336 6.0900
H 1.3434 -0.4792 5.0643
H 1.9407 -1.4859 6.4234
H 3.9057 -4.5964 4.5390
H 4.8333 -3.6314 5.5609
H 5.8390 -4.5160 3.4419
H 6.1787 -2.8408 3.6015
H 4.8496 -3.5142 2.5183